C12H10BrF5Pb | ωB97M-V/def2-TZVPD

energy above the lowest of the compared OMol25 structures with the same formula, charge and spin = 0.000 eV
DFT total energy = -3729.32152 Ha
frontier orbital gap (alpha / beta) = 6.07 / 6.22 eV
F_max = 3.0 eV/Å

Structure (XYZ):
```
29
C12H10BrF5Pb | OMol25 | ωB97M-V/def2-TZVPD
H -2.895 1.041 -0.149
C 1.864 0.788 2.239
F 2.450 1.165 4.496
H 3.166 0.904 -2.794
F 2.927 -0.002 1.993
H 2.540 -1.715 -3.253
C -2.327 -1.558 1.918
C -2.520 -1.050 0.597
H -2.513 -1.646 -0.310
H -0.855 0.721 -4.559
Br 0.680 -2.626 -0.511
C -2.743 0.360 0.689
Pb 0.451 -0.102 -1.187
H -2.773 1.722 2.474
C -2.681 0.717 2.066
H -2.284 -0.516 3.898
C -2.449 -0.476 2.823
C 1.879 -0.858 -3.374
F 0.352 1.519 3.917
H 0.124 -1.806 -4.403
C 1.441 0.736 3.703
C 2.203 0.523 -3.136
F 2.129 2.047 1.850
H -2.098 -2.595 2.168
F 1.151 -0.540 4.053
C 0.086 0.424 -4.082
H 1.029 2.404 -3.569
C 0.590 -0.897 -3.996
C 1.076 1.318 -3.561
```